# 1
Molecular formula: C14H17BF4FeN2O5S3
Method: DFT, ωB97M-V/def2-TZVPD

```
47
C14H17BF4FeN2O5S3 | OMol25 | ωB97M-V/def2-TZVPD
Fe 0.197 -0.690 0.117
O 2.598 -0.226 3.221
C 1.312 -0.045 2.910
O 0.635 -0.922 2.431
C 0.810 1.335 3.260
O -0.397 1.598 2.613
C -0.301 2.596 1.612
C 0.743 2.342 0.518
O 1.160 3.333 -0.082
O 1.096 1.136 0.280
H 2.854 -1.077 2.820
H 1.591 2.064 3.028
H 0.654 1.348 4.346
H -0.074 3.570 2.059
H -1.285 2.642 1.145
S -0.560 -2.993 0.304
C 0.861 -3.897 0.531
C 0.722 -5.286 0.814
C 1.802 -6.100 0.990
C 3.106 -5.565 0.889
C 3.281 -4.240 0.617
C 2.183 -3.353 0.432
S 2.504 -1.718 0.085
H -0.284 -5.679 0.886
H 1.661 -7.151 1.206
H 3.966 -6.209 1.025
H 4.276 -3.822 0.531
F -1.810 -0.030 0.164
B -3.197 0.442 0.184
F -3.767 0.081 -1.045
F -3.848 -0.138 1.246
F -3.148 1.837 0.296
S 0.111 -0.594 -2.404
C -0.605 0.949 -2.639
N -1.903 1.051 -2.926
C -2.627 2.315 -2.994
C -1.865 3.394 -2.246
C -0.419 3.400 -2.706
N 0.136 2.056 -2.593
H -2.439 0.209 -2.764
H -3.607 2.151 -2.550
H -2.762 2.603 -4.042
H -1.906 3.190 -1.177
H -2.323 4.367 -2.428
H 0.185 4.048 -2.076
H -0.347 3.738 -3.745
H 1.033 1.942 -2.144
```

Properties
Charge: -1
Energy above the lowest of the compared OMol25 structures with the same formula, charge and spin: 0.00 kJ/mol
HOMO energy (spin up / spin down): -4.8 / -5.1 eV
Kohn-Sham gap (spin up / spin down): 0.279 / 0.215 Ha
Spin multiplicity: 6


# 2
Molecular formula: C37H43LaN2O4P2S2Si2
Method: DFT, ωB97M-V/def2-TZVPD

```
93
C37H43LaN2O4P2S2Si2 | OMol25 | ωB97M-V/def2-TZVPD
La -1.858 -0.702 -0.492
C 1.872 -2.007 -3.323
Si 2.345 -1.137 -1.754
C 3.631 -2.224 -0.935
C 3.292 0.367 -2.351
N 0.994 -0.730 -0.806
P 0.892 -0.556 0.780
C -0.298 0.451 1.442
P -0.607 1.870 0.588
N -1.307 1.667 -0.883
Si -2.315 2.743 -1.767
C -2.724 1.819 -3.335
C -1.438 4.298 -2.311
C -3.901 3.241 -0.948
C 0.809 3.021 0.270
C 1.381 3.798 1.278
C 2.500 4.585 1.025
C 3.073 4.593 -0.245
C 2.528 3.804 -1.250
C 1.403 3.024 -0.993
C -1.660 2.921 1.691
C -2.417 2.319 2.694
C -3.256 3.079 3.501
C -3.339 4.456 3.332
C -2.589 5.073 2.338
C -1.764 4.305 1.521
C 0.459 -2.207 1.506
C 0.509 -3.378 0.759
C 0.180 -4.612 1.327
C -0.193 -4.672 2.659
C -0.271 -3.498 3.417
C 0.038 -2.273 2.842
C 2.574 -0.281 1.560
C 3.278 0.894 1.264
C 4.502 1.180 1.862
C 5.056 0.294 2.779
C 4.376 -0.877 3.083
C 3.149 -1.159 2.482
H 2.779 -2.393 -3.821
H 1.368 -1.308 -4.010
H 1.170 -2.830 -3.143
H 4.388 -2.507 -1.681
H 3.192 -3.144 -0.524
H 4.136 -1.701 -0.116
H 4.124 0.035 -2.992
H 3.709 0.966 -1.532
H 2.637 1.017 -2.953
H -1.805 1.610 -3.898
H -3.415 2.376 -3.985
H -3.206 0.862 -3.098
H -0.595 4.050 -2.974
H -1.034 4.879 -1.470
H -2.140 4.941 -2.868
H -4.188 2.474 -0.219
H -4.700 3.311 -1.703
H -3.822 4.203 -0.428
H 0.951 3.776 2.275
H 2.929 5.188 1.819
H 3.943 5.208 -0.445
H 2.982 3.788 -2.235
H 0.978 2.387 -1.761
H -2.346 1.247 2.817
H -3.854 2.588 4.261
H -3.989 5.047 3.967
H -2.647 6.147 2.194
H -1.195 4.796 0.738
H 0.778 -3.319 -0.291
H 0.193 -5.510 0.717
H -0.446 -5.628 3.106
H -0.598 -3.542 4.450
H -0.051 -1.349 3.401
H 2.867 1.594 0.551
H 5.019 2.099 1.609
H 6.008 0.515 3.252
H 4.801 -1.583 3.789
H 2.647 -2.086 2.725
O -5.714 -1.221 0.622
S -4.367 -0.832 0.319
O -3.342 -1.831 0.832
O -4.077 -0.764 -1.162
O -3.923 0.465 0.861
S -1.530 -2.610 -2.691
C -1.590 -4.297 -2.163
C -2.055 -4.716 -0.905
C -2.060 -6.058 -0.539
C -1.607 -7.044 -1.407
C -1.131 -6.654 -2.657
C -1.114 -5.311 -3.022
H -2.427 -3.986 -0.201
H -2.422 -6.330 0.448
H -1.624 -8.088 -1.120
H -0.766 -7.402 -3.355
H -0.724 -5.013 -3.993
```

Properties
Charge: -2
Energy above the lowest of the compared OMol25 structures with the same formula, charge and spin: 135.92 kJ/mol
HOMO energy: -2.1 eV
Kohn-Sham gap: 0.233 Ha